[1]
The following is a DFT calculation (ωB97M-V with the def2-TZVPD basis set) of one molecule with the formula C5H5N3.

Last columns: bonded neighbours and bond lengths (Å).
CARTESIAN COORDINATES (ANGSTROEM)
1 C 0.744 1.521 -1.427  N3 1.263, N6 1.408, H8 1.090
2 H 0.593 -2.131 2.283  C7 1.092
3 N 0.660 2.578 -2.113  C1 1.263, H10 1.045
4 C -0.422 -0.065 -0.154  N6 1.271, C12 1.479, N13 1.430
5 H 1.748 -0.475 0.458  C12 1.095
6 N -0.431 0.854 -1.032  C1 1.408, C4 1.271
7 C 0.148 -1.503 1.507  H2 1.092, C11 1.515, C12 1.329
8 H 1.718 1.129 -1.136  C1 1.090
9 H -2.114 -2.047 1.747  C11 1.114
10 H -0.328 2.893 -2.250  N3 1.045
11 C -1.338 -1.448 1.219  C7 1.515, H9 1.114, N13 1.286
12 C 0.682 -0.660 0.630  C4 1.479, H5 1.095, C7 1.329
13 N -1.659 -0.645 0.267  C4 1.430, C11 1.286

The HOMO-LUMO gap comes out at 9.174 eV. The calculated total energy is -9734.32496 eV. The SMILES is [H]/N=C\N=C1/C=CC=N1. As for the energy above the lowest of the compared OMol25 structures with the same formula, charge and spin: 26.8 kcal/mol. The strongest force on any atom comes out at 0.0271 hartree/bohr.

Atomic partial charges in e from the Mulliken method, atoms 1 to 5: 0.235, 0.377, -0.600, 0.529, 0.293

***

[2]
The following is a DFT calculation (ωB97M-V with the def2-TZVPD basis set) of a 2-piece molecular cluster, C5H5N3O overall.

Last columns: bonded neighbours and bond lengths (Å).
CARTESIAN COORDINATES (ANGSTROEM)
1 H -0.047 0.284 -1.682  N12 1.102
2 C -1.163 0.119 0.071  N12 1.463, C13 1.398, C14 1.341
3 N -3.401 0.820 1.122  H6 1.056, C14 1.237
4 C 2.771 -0.685 0.219  H5 1.083, C8 1.251, H11 1.016
5 H 3.143 0.197 0.725  C4 1.083
6 H -3.584 1.778 1.528  N3 1.056
7 N 0.346 -1.271 1.585  C13 1.157
8 C 2.343 -0.577 -0.952  C4 1.251, O9 1.186
9 O 2.039 -0.410 -2.086  C8 1.186
10 H -1.366 1.164 -1.643  N12 1.032
11 H 2.689 -1.421 0.915  C4 1.016
12 N -1.105 0.198 -1.389  H1 1.102, C2 1.463, H10 1.032
13 C -0.387 -0.710 0.888  C2 1.398, N7 1.157
14 C -2.279 0.515 0.699  C2 1.341, N3 1.237

The HOMO-LUMO gap comes out at 9.153 eV. The calculated total energy is -11779.86831 eV. The SMILES is N#CC(N)=C=N.C=C=O. As for the energy above the lowest of the compared OMol25 structures with the same formula, charge and spin: 88.8 kcal/mol. The strongest force on any atom comes out at 0.0952 hartree/bohr.

Atomic partial charges in e from the Mulliken method, atoms 1 to 5: 0.271, 0.201, -0.492, -1.055, 0.247

***

[3]
The following is a DFT calculation (ωB97M-V with the def2-TZVPD basis set) of one molecule with the formula C5H5N3O.

Last columns: bonded neighbours and bond lengths (Å).
CARTESIAN COORDINATES (ANGSTROEM)
1 N 2.866 -0.249 0.155  C7 1.288, H9 1.015
2 H -2.070 -1.611 0.730  N4 1.117
3 C -0.495 0.687 -0.254  C5 1.350, N10 1.390, C13 1.278
4 N -1.851 -1.143 -0.261  H2 1.117, C5 1.435, O14 1.478
5 C -0.504 -0.659 -0.355  C3 1.350, N4 1.435, C11 1.306
6 H 0.924 -2.244 0.062  C11 1.044
7 C 1.623 -0.070 -0.134  N1 1.288, N10 1.420, C11 1.552
8 H 1.082 1.977 0.108  N10 0.967
9 H 3.564 0.487 0.118  N1 1.015
10 N 0.831 1.105 -0.223  C3 1.390, C7 1.420, H8 0.967
11 C 0.621 -1.251 -0.056  C5 1.306, H6 1.044, C7 1.552
12 H -2.285 1.899 -0.130  C13 1.081
13 C -1.680 1.028 0.081  C3 1.278, H12 1.081, O14 1.369
14 O -2.626 0.042 0.162  N4 1.478, C13 1.369

The HOMO-LUMO gap comes out at 8.196 eV. The calculated total energy is -11779.00724 eV. The SMILES is [H]/N=c1/cc2[nH]occ-2[nH]1. As for the energy above the lowest of the compared OMol25 structures with the same formula, charge and spin: 108.7 kcal/mol. The strongest force on any atom comes out at 0.1253 hartree/bohr.

Atomic partial charges in e from the Mulliken method, atoms 1 to 5: -0.695, 0.350, 0.287, -0.373, 0.768

***

[4]
The following is a DFT calculation (ωB97M-V with the def2-TZVPD basis set) of one molecule with the formula C5H5N3O2.

Last columns: bonded neighbours and bond lengths (Å).
CARTESIAN COORDINATES (ANGSTROEM)
1 H 1.741 -0.955 0.760  C9 1.041
2 N -1.389 -2.011 -0.028  C6 1.282, C12 1.389
3 H -1.891 3.261 -0.558  O4 0.954
4 O -2.349 2.574 -0.080  H3 0.954, N7 1.328
5 H 1.788 -0.584 -0.843  C9 1.001
6 C -2.664 -1.886 0.026  N2 1.282, O13 1.377, H15 1.015
7 N -1.718 1.416 0.075  O4 1.328, N11 1.383, C14 1.336
8 H 2.180 0.698 0.294  C9 1.094
9 C 1.597 -0.198 0.061  H1 1.041, H5 1.001, H8 1.094, C10 1.484
10 C 0.178 0.225 -0.045  C9 1.484, N11 1.355, C12 1.415
11 N -0.337 1.475 0.034  N7 1.383, C10 1.355
12 C -0.875 -0.720 -0.019  N2 1.389, C10 1.415, C14 1.440
13 O -3.166 -0.603 0.037  C6 1.377, C14 1.337
14 C -2.043 0.121 0.036  N7 1.336, C12 1.440, O13 1.337
15 H -3.352 -2.629 0.091  C6 1.015

The HOMO-LUMO gap comes out at 9.403 eV. The calculated total energy is -13827.10146 eV. The SMILES is Cc1nn(O)c2ocnc12. As for the energy above the lowest of the compared OMol25 structures with the same formula, charge and spin: 86.2 kcal/mol. The strongest force on any atom comes out at 0.0887 hartree/bohr.

Atomic partial charges in e from the Mulliken method, atoms 1 to 5: 0.367, -0.620, 0.387, -0.535, 0.369